1.
The following is a DFT calculation (ωB97M-V/def2-TZVPD) of a cluster of 2 separate species, C2H4BrCl in total.

Summary:
- Orbital gap: 0.32893 Ha
- SMILES: ClBr.C=C
- Highest occupied orbital energy: -10.312 eV

Atoms and positions in Å:
C: -0.648 0.095 0.464
H: -0.471 1.148 1.057
Br: 4.643 0.692 -0.567
H: 0.264 -0.502 0.355
C: -1.834 -0.265 0.088
H: -2.206 -1.196 -0.289
H: -2.716 0.459 0.184
Cl: 2.968 -0.433 -1.293

***

2.
The following is a DFT calculation (ωB97M-V/def2-TZVPD) of an isolated molecule of C2H4BrCl.

Summary:
- Orbital gap: 0.39536 Ha
- SMILES: ClCCBr
- Highest occupied orbital energy: -10.762 eV

Atoms and positions in Å:
Br: -2.396 -0.005 -0.021
H: -0.088 -1.297 -0.756
C: -0.446 -0.574 0.055
Cl: 2.323 -0.136 -0.038
C: 0.428 0.646 -0.001
H: 0.498 1.416 -0.902
H: 0.395 1.162 1.018
H: -0.261 -1.086 1.010

***

Which of them is least stable? Easy: 1.